Formula: C18H27Si
Source: the Open Molecules 2025 dataset
Level of theory: ωB97M-V with the def2-TZVPD basis set

Summary:
- ΔE to the lowest compared entry with this formula, charge and spin: 0.0000 eV
- HOMO-LUMO gap: 5.6 eV
- E_HOMO: -0.4131 Ha
- Total charge: +1
- Molar mass: 271.50 g/mol
- Maximum force: 1.2 eV/Å

Last column: natural (NBO) charge in e.
Cartesian coordinates (Å):
Si: 0.798593 3.565165 0.026277  1.647
C: -0.528904 -2.496131 -2.044099  -0.107
C: 0.392977 -4.394169 1.766888  0.083
C: -3.158818 -1.610487 -2.128422  -0.222
C: 0.328969 -3.861334 0.519519  -0.314
C: -1.504787 -2.925400 1.695446  -0.496
C: -2.397526 -1.660963 -3.283343  -0.093
C: -0.801661 -3.019867 0.365406  0.328
C: -0.739256 -3.897934 2.614480  -0.474
C: -1.080181 -2.087138 -3.235760  -0.221
C: 1.329548 0.807761 0.352276  0.068
C: 2.593169 4.049036 0.224248  -1.114
C: -0.016502 4.708069 -1.208502  -1.107
C: -1.293192 -2.482346 -0.857414  -0.107
C: -2.615639 -1.996044 -0.929785  -0.111
C: 2.778547 0.512465 0.198985  -0.660
C: 0.682657 1.783958 -0.569150  -0.902
C: 0.638908 0.239501 1.330106  -0.487
C: -0.068679 3.714736 1.674302  -1.115
H: 2.661557 5.075475 0.572146  0.247
H: -1.112330 3.432279 1.567492  0.231
H: 1.001006 -4.111395 -0.282425  0.246
H: -0.370821 -3.396702 3.518564  0.266
H: 3.107740 3.961418 -0.728157  0.236
H: 1.113440 -5.133067 2.075856  0.243
H: -2.836727 -1.376340 -4.224231  0.238
H: 0.403394 3.059011 2.400222  0.240
H: 3.333800 0.816685 1.087258  0.234
H: -2.564033 -3.192375 1.607387  0.264
H: 1.100160 -0.449438 2.010111  0.187
H: -0.487120 -2.105928 -4.136055  0.241
H: -1.460856 -1.890858 2.058862  0.283
H: -0.010398 4.738945 2.031649  0.246
H: 1.139388 1.748073 -1.559577  0.237
H: -0.401831 0.451888 1.470978  0.188
H: -1.061651 4.440064 -1.330111  0.235
H: 0.497839 -2.818024 -2.009494  0.221
H: -1.372645 -4.733810 2.940426  0.265
H: 3.076147 3.399850 0.948098  0.234
H: 2.942279 -0.554560 0.046222  0.219
H: -0.374413 1.545655 -0.696353  0.236
H: 0.048366 5.732106 -0.852780  0.246
H: 3.206320 1.037847 -0.655157  0.220
H: 0.483005 4.634334 -2.169785  0.238
H: -4.187585 -1.293274 -2.166782  0.240
H: -3.212254 -1.966737 -0.035820  0.220

Atomic forces in eV per Å
Si 0.0892 0.5834 0.2782
C -0.0136 -0.1088 0.3116
C -1.0301 0.5916 -0.1882
C -0.2912 0.0589 0.0996
C 0.3323 -0.0231 -0.2284
C 0.2047 -0.2447 -0.1856
C -0.0016 -0.0339 -0.0174
C -0.3287 -0.2494 0.5107
C 0.1862 0.1507 -0.0207
C 0.2926 -0.0226 -0.0722
C -0.4962 0.0678 0.0003
C -0.3720 -0.2382 -0.0759
C 0.1641 -0.4416 0.1868
C -0.0829 0.1942 -0.1862
C 0.3095 -0.1516 0.2673
C 0.6488 0.1052 -0.2794
C 0.0190 -0.0727 -0.3328
C -0.1658 -0.3007 0.0030
C 0.1872 -0.1615 -0.3397
H 0.0947 0.1497 0.0423
H -0.2188 0.0019 0.1209
H 0.1316 -0.0164 -0.0790
H -0.0264 -0.2137 -0.0658
H 0.2133 0.0477 -0.1141
H 0.1506 -0.0231 0.1539
H -0.0525 0.0804 -0.1737
H -0.0093 -0.0605 0.2047
H 0.0492 -0.0524 -0.0268
H 0.1852 0.0758 0.0100
H 0.2352 -0.2303 0.3664
H 0.0680 -0.0026 -0.0795
H -0.0021 -0.1058 -0.1013
H -0.0521 0.1248 0.1044
H 0.0568 -0.0561 -0.1181
H -0.4699 0.1256 0.0897
H -0.2124 0.0682 -0.1081
H 0.1736 -0.0733 -0.0548
H 0.1694 0.1160 0.0127
H 0.2070 -0.0363 0.1307
H 0.0579 -0.0290 0.0341
H -0.1177 0.0195 0.0214
H -0.0312 0.1729 -0.0148
H 0.0460 -0.0202 0.0357
H 0.0067 0.0930 -0.2242
H -0.1158 0.1065 -0.0322
H -0.1887 0.0348 0.1343

Formula: C18H28AsBrClNO6PS2Tl
Source: the Open Molecules 2025 dataset
Level of theory: ωB97M-V with the def2-TZVPD basis set

Summary:
- HOMO-LUMO gap: 2.6 eV
- E_HOMO: -0.4730 Ha
- Total charge: +2
- Molar mass: 844.19 g/mol
- Maximum force: 7.6 eV/Å

Last column: Mulliken charge in e.
Cartesian coordinates (Å):
Tl: 3.601552 1.809264 -4.031427  0.481
Br: -0.299727 -1.083246 -2.406566  -0.058
As: -0.046059 1.924512 -1.028473  0.350
Cl: 3.526212 1.236030 -1.795846  -0.156
S: 0.557655 0.903752 0.894381  -0.075
S: 0.748731 -6.530759 -0.070783  -0.230
P: 1.513197 0.759335 -2.314989  0.584
O: 2.232943 -2.631151 1.996999  -0.355
O: 1.301320 -0.735259 3.084021  -0.535
O: 1.368162 1.361626 -3.964916  -0.504
O: -3.849297 1.807511 0.051432  -0.364
O: -1.956117 -6.208403 2.731444  -0.512
O: 0.246572 -5.466802 3.076470  -0.356
N: 2.221417 3.135083 0.500937  -0.097
C: 1.736356 -1.314885 2.063717  0.144
C: -1.373718 0.424665 -1.548614  -0.482
C: -1.985735 1.020617 -4.137881  -0.941
C: -1.443862 3.078706 -0.177038  -0.793
C: -3.966222 2.990366 1.128241  -0.545
C: 1.330894 3.393651 -0.574560  0.117
C: -0.743379 -6.242085 2.412905  0.542
C: -2.554494 2.157178 0.749847  0.141
C: -0.358425 -7.276316 1.225153  -0.476
C: 3.176187 4.170058 0.735700  -0.290
C: 1.688462 -3.479873 3.044835  -0.613
C: 1.793187 -0.445358 0.688469  0.124
C: 3.335624 5.508629 -0.024937  -0.397
C: 0.230319 -4.077464 2.642971  0.417
C: -0.876006 -3.249927 3.480207  -0.869
C: 1.252632 4.663235 -1.459576  -0.444
C: 2.308978 5.789680 -1.164513  -0.462
C: -2.470925 0.881135 -2.620089  -0.223
H: -1.706792 0.045555 -4.658303  0.298
H: -4.800992 2.416161 1.677574  0.335
H: -4.168112 3.984268 0.598791  0.259
H: -2.878835 1.917675 -2.308702  0.204
H: -1.324173 -7.600211 0.712871  0.344
H: 3.940594 3.976851 1.577419  0.345
H: 2.330984 6.763434 -1.752653  0.401
H: -1.225918 -2.361361 2.836113  0.130
H: 2.382392 -4.402803 3.111754  0.314
H: -1.785949 -3.892464 3.772363  0.365
H: -0.409904 2.650213 -2.383857  -0.015
H: -0.441558 -2.842855 4.455911  0.238
H: 0.138440 -8.223853 1.655133  0.300
H: -3.364612 0.159136 -2.609454  0.459
H: 4.176644 6.233752 0.263773  0.379
H: 1.469797 0.552854 -4.536286  0.445
H: -1.183894 1.842357 -4.240250  0.136
H: -1.804926 -0.112482 -0.620464  0.703
H: 1.634600 -1.173569 -0.170253  0.348
H: 1.680739 -3.019747 4.085787  0.291
H: -0.118912 -6.333399 -1.155441  0.146
H: 2.841358 0.036276 0.707003  0.318
H: -2.892674 1.434886 -4.727176  0.390
H: 0.045434 -3.988050 1.507354  0.237
H: 0.466380 4.785921 -2.282152  0.322
H: -2.127170 3.653387 -0.888968  0.474
H: -1.000746 3.806021 0.596666  0.460
H: -2.118629 1.418542 1.587927  0.255

Atomic forces in eV per Å
Tl 3.7891 2.6462 -6.0773
Br -0.8169 0.1491 0.3792
As -1.6427 3.2337 0.6327
Cl -0.1251 -1.1648 4.5584
S -0.0673 -1.6090 0.8255
S -0.6219 0.0090 -0.3729
P -0.2922 -0.4683 -1.3108
O -1.7331 2.8992 0.2504
O 1.4491 -2.4580 -3.5022
O -0.9268 -2.2029 2.2608
O 3.4092 2.0275 1.5938
O 4.6517 0.3424 -0.8804
O -1.0306 -0.6686 -1.9419
N -0.2769 4.1978 -3.8430
C -0.6957 1.2658 2.2060
C -1.8806 -2.1919 -0.6762
C -0.7581 0.9951 -0.3335
C -3.7730 -0.2406 3.5010
C 0.6082 -3.7171 -3.0544
C 3.0757 3.5304 -0.1353
C -3.6015 -0.7494 0.2926
C -2.7430 1.4252 0.3811
C -0.3418 -0.0399 0.5660
C -0.2275 1.2761 -1.1596
C -0.0109 -2.7102 0.6400
C 1.4524 -1.3480 0.8146
C -3.3051 -2.4388 -1.3416
C -0.2203 1.8157 1.0819
C -0.3656 -0.0316 -0.2196
C 2.9224 -0.1075 2.5567
C 0.1886 -3.4471 2.3944
C -0.0934 0.5964 -0.6060
H -0.1955 1.3244 0.9012
H 1.8416 1.9035 0.3406
H 0.4069 -1.5333 1.0567
H 0.6818 -1.7632 -0.1928
H 1.2784 0.5568 1.0320
H -1.5356 0.1823 -1.4274
H -0.1075 -1.5392 0.8606
H 0.4622 -1.2463 1.0676
H -0.9537 1.6551 -0.3511
H 1.4664 0.9119 -0.7868
H 0.4372 -0.2598 0.0402
H -0.4981 -0.5686 -1.4447
H -0.6062 1.6644 -0.6242
H 1.4326 0.9528 0.4021
H -1.5411 -1.2643 -0.5432
H -0.7490 0.7074 0.1201
H -1.0848 -1.5641 0.0704
H 0.8622 1.1805 -1.4203
H 0.2526 1.0981 0.9941
H -0.0393 -0.1652 -1.6826
H 0.5089 -0.3767 1.3868
H -1.5378 -0.9083 -0.2920
H 1.4268 -0.7302 0.9875
H 0.4437 -0.2903 1.7369
H 1.3270 -0.2425 1.4155
H 1.4010 -0.9229 0.4924
H -0.2239 -1.2202 -1.4085
H -1.1532 1.6423 -2.2115